Entry 1:
# C32H32N4PSSn

C32H32N4PSSn as an isolated structure at a distorted geometry (the ωB97M-V functional and the def2-TZVPD basis, OMol25).

```
! RIJCOSX wB97M-V def2-TZVPD def2/J DEFGRID3
* xyz 3 1
Sn -0.3078 1.7332 0.8368
C 3.9348 -0.5487 3.2762
C 3.7381 -1.5867 2.3748
C 2.5013 -1.7873 1.7773
C 1.4466 -0.9342 2.0815
C 1.6595 0.1249 2.9744
C 2.8915 0.3154 3.5790
P -0.2949 -1.0648 1.5510
C -0.9914 -2.3529 2.6224
C -0.3006 -2.8153 3.7387
C -0.8440 -3.8454 4.4919
C -2.0698 -4.3920 4.1415
C -2.7680 -3.9101 3.0399
C -2.2371 -2.8842 2.2800
C -0.3567 -1.8466 -0.1063
C 0.2935 -3.0448 -0.3866
C 0.4389 -3.4745 -1.6983
C -0.0528 -2.6993 -2.7379
C -0.8069 -1.5603 -2.4763
C -0.9911 -1.1790 -1.1601
H 4.8967 -0.4182 3.7543
H 4.5543 -2.2615 2.1501
H 2.3739 -2.6098 1.0896
H 0.8209 0.7592 3.2659
H 3.0309 1.1132 4.2965
H 0.6548 -2.3885 4.0130
H -0.3068 -4.2220 5.3515
H -2.4857 -5.1989 4.7294
H -3.7232 -4.3425 2.7745
H -2.7706 -2.5044 1.4153
H 0.6521 -3.6492 0.4368
H 0.9536 -4.4021 -1.9092
H 0.1149 -2.9964 -3.7646
H -1.2170 -0.9892 -3.2996
C -4.0940 -1.5964 -2.6741
N -3.8827 -0.1515 -2.7322
C -4.5941 0.6545 -3.5860
C -4.3444 1.9335 -3.2404
N -3.4674 1.9198 -2.1716
C -3.1605 0.6241 -1.9118
S -2.1557 0.0863 -0.5796
C -3.1796 3.1216 -1.4276
C -4.1260 4.1367 -1.4559
C -3.8461 5.3299 -0.8105
C -2.6343 5.4665 -0.1557
C -1.7829 4.3791 -0.1437
N -2.0340 3.2175 -0.7596
H -4.3711 -1.9509 -3.6635
H -4.9149 -1.8134 -1.9900
H -3.2122 -2.1272 -2.3426
H -5.2345 0.2647 -4.3591
H -4.7031 2.8373 -3.6972
H -5.0850 4.0089 -1.9352
H -4.5677 6.1353 -0.8210
H -2.3689 6.3843 0.3490
H -0.8331 4.4455 0.3775
C 4.9187 2.2895 0.2455
C 4.2190 1.6027 -0.9507
C 4.3144 2.4852 -2.2098
C 4.8245 0.2124 -1.2099
C 2.8273 1.4719 -0.5791
N 1.7229 1.3836 -0.2642
H 5.9797 2.3742 0.0144
H 4.8062 1.7040 1.1561
H 4.5272 3.2929 0.4121
H 5.3655 2.6292 -2.4545
H 3.8672 3.4645 -2.0408
H 3.8251 2.0127 -3.0607
H 5.8920 0.3333 -1.3873
H 4.3842 -0.2546 -2.0905
H 4.6864 -0.4444 -0.3530
*
```

Properties
* energy relative to the best compared isomer or geometry (same formula, charge and spin): 0.4118 eV
* E_LUMO: -9.1 eV
* HOMO level: -16.2 eV
* gap between HOMO and LUMO: 0.2623 Ha

Entry 2:
# C32H32N7PbS

C32H32N7PbS as an isolated structure (the ωB97M-V functional and the def2-TZVPD basis, OMol25).

```
! RIJCOSX wB97M-V def2-TZVPD def2/J DEFGRID3
* xyz 0 2
Pb -1.5009 -0.7622 -0.8411
C -1.7081 -5.8838 1.4088
C -0.7361 -5.0899 0.8188
C -0.8533 -3.7065 0.8249
C -1.9595 -3.0822 1.4103
C -2.9436 -3.8960 1.9908
C -2.8102 -5.2733 1.9993
N -2.0982 -1.6996 1.2899
C -2.5028 -0.9290 2.3059
C -2.5350 -1.3548 3.6708
C -2.9296 -0.5150 4.6709
C -3.3309 0.8152 4.4144
C -3.3008 1.2701 3.1298
C -2.8889 0.4297 2.0727
N -2.8343 0.8610 0.7698
N -3.2540 2.0159 0.5076
C -3.1192 2.3921 -0.8475
C -3.7083 3.5949 -1.2250
C -3.5956 3.9975 -2.5422
C -2.9001 3.1979 -3.4396
C -2.3358 2.0230 -2.9701
N -2.4392 1.6351 -1.7018
H -1.6106 -6.9613 1.4122
H 0.1304 -5.5475 0.3572
H -0.0741 -3.0880 0.3927
H -3.8246 -3.4320 2.4165
H -3.5830 -5.8793 2.4566
H -2.2097 -2.3570 3.9104
H -2.9186 -0.8772 5.6922
H -3.6363 1.4627 5.2244
H -3.5806 2.2856 2.8878
H -4.2367 4.1761 -0.4829
H -4.0460 4.9259 -2.8686
H -2.7933 3.4771 -4.4781
H -1.7697 1.3652 -3.6208
S -3.7009 -4.3550 -1.3180
C -4.1870 -2.9971 -1.7984
N 0.1146 -0.3534 -3.5555
C 1.2177 -0.0641 -3.3488
N 2.4730 0.2576 -3.1109
C 3.2621 -0.5404 -2.1670
C 4.2109 0.3650 -1.3978
C 5.0453 1.2170 -2.3509
C 4.1452 2.0253 -3.2823
C 3.2053 1.1064 -4.0487
H 3.8296 -1.2976 -2.7241
H 2.5688 -1.0482 -1.4980
H 4.8522 -0.2498 -0.7648
H 3.6251 1.0087 -0.7372
H 5.6923 0.5664 -2.9507
H 5.7012 1.8826 -1.7877
H 4.7403 2.6006 -3.9942
H 3.5510 2.7335 -2.6980
H 3.7795 0.4761 -4.7400
H 2.4805 1.6714 -4.6327
C 2.3959 -1.7628 1.4165
C 2.3580 -0.2667 1.4533
C 3.2841 0.4459 2.1817
C 3.2326 1.8382 2.2471
C 2.2267 2.5311 1.5760
C 1.2640 1.8698 0.8430
C 0.1976 2.6393 0.1303
C 1.2919 0.4223 0.7460
N 0.4273 -0.2771 0.0570
H 3.2964 -2.1404 1.9008
H 2.3543 -2.1321 0.3899
H 1.5242 -2.1791 1.9258
H 4.0633 -0.0862 2.7160
H 3.9734 2.3813 2.8198
H 2.1985 3.6139 1.6284
H 0.4773 3.6887 0.0316
H -0.7424 2.5925 0.6850
H 0.0073 2.2259 -0.8594
*
```

Properties
* energy relative to the best compared isomer or geometry (same formula, charge and spin): 3.8656 eV
* <S²>: 0.801
* E_LUMO (alpha / beta): -0.8 / -0.8 eV
* HOMO level (alpha / beta): -6.8 / -6.8 eV
* gap between HOMO and LUMO (alpha / beta): 0.2214 / 0.2214 Ha

Entry 3:
# C32H33AsN3O6SSr

C32H33AsN3O6SSr as an isolated structure at a distorted geometry (the ωB97M-V functional and the def2-TZVPD basis, OMol25).

```
! RIJCOSX wB97M-V def2-TZVPD def2/J DEFGRID3
* xyz -1 1
Sr 0.8976 -0.4386 1.7599
O 3.2340 -0.3553 1.7839
C 3.3122 -1.0737 3.0780
C 1.9726 -1.2119 3.9928
N 0.8211 -1.9582 3.3039
C -0.5077 -2.1308 3.9754
C -1.5066 -1.7502 2.7905
O -2.1359 -2.6474 2.2422
O -1.3988 -0.5259 2.4515
C 1.2450 -3.0994 2.3720
C 1.9655 -2.7935 0.9083
O 2.9976 -3.4114 0.6680
O 1.3421 -2.0127 0.1138
H 2.9316 -1.1137 1.2504
H 4.0574 -0.5793 3.6943
H 3.6505 -2.0935 2.8974
H 1.6144 -0.2223 4.3392
H 2.3221 -1.7747 4.8619
H -0.5669 -1.4143 4.7931
H -0.6032 -3.1501 4.3525
H 0.3320 -3.6040 2.0514
H 1.8584 -3.8150 2.9204
C 4.6236 -0.7744 -1.0307
C 3.2620 -0.2837 -1.4762
O 2.6796 0.6320 -0.9330
N 2.7393 -0.9777 -2.5312
C 1.3250 -0.8804 -2.8378
C 0.5130 -1.9961 -2.2164
C 0.9666 -3.3109 -2.1933
C 0.2539 -4.2549 -1.4786
C -0.9049 -3.8643 -0.8275
C -1.3129 -2.5468 -0.9558
N -0.6291 -1.6314 -1.6394
H 5.0738 -0.0233 -0.3885
H 5.2679 -0.9798 -1.8866
H 4.4955 -1.7004 -0.4631
H 3.1810 -1.8686 -2.6902
H 1.1863 -0.8489 -3.9221
H 0.9693 0.0577 -2.4202
H 1.8847 -3.5898 -2.6954
H 0.6133 -5.2742 -1.4080
H -1.4767 -4.5515 -0.2190
H -2.2142 -2.1995 -0.4621
S 1.2644 2.4177 2.0379
C -0.1924 3.2955 1.6124
C -0.4151 4.5666 2.1683
C -1.5040 5.3382 1.8086
C -2.4088 4.8714 0.8622
C -2.2041 3.6221 0.2998
C -1.1312 2.8210 0.6766
As -0.8102 1.0984 -0.2572
C -2.7106 0.6333 -0.4608
C -3.5463 0.7896 0.6468
C -4.8654 0.3724 0.6070
C -5.3819 -0.2240 -0.5374
C -4.5592 -0.4058 -1.6358
C -3.2322 0.0128 -1.5909
C -0.3805 2.0949 -1.9006
C 0.7997 2.8402 -1.8278
C 1.2345 3.5838 -2.9113
C 0.5016 3.6003 -4.0933
C -0.6757 2.8754 -4.1701
C -1.1124 2.1270 -3.0800
H 0.3080 4.9428 2.8811
H -1.6443 6.3143 2.2600
H -3.2581 5.4734 0.5625
H -2.8951 3.2657 -0.4560
H -3.1550 1.2273 1.5546
H -5.4931 0.5044 1.4799
H -6.4117 -0.5600 -0.5618
H -4.9376 -0.8903 -2.5285
H -2.5892 -0.2029 -2.4336
H 1.3863 2.8276 -0.9156
H 2.1522 4.1543 -2.8322
H 0.8446 4.1795 -4.9424
H -1.2661 2.8882 -5.0789
H -2.0433 1.5877 -3.1693
*
```

Properties
* energy relative to the best compared isomer or geometry (same formula, charge and spin): 4.6979 eV
* E_LUMO: 2.2 eV
* HOMO level: -4.0 eV
* gap between HOMO and LUMO: 0.2258 Ha

Entry 4:
# C32H33Br2Cl3N2O5

A 3-piece molecular cluster, C32H33Br2Cl3N2O5 overall at a distorted geometry (the ωB97M-V functional and the def2-TZVPD basis, OMol25).

```
! RIJCOSX wB97M-V def2-TZVPD def2/J DEFGRID3
* xyz 0 1
C -4.4252 0.4616 -2.6605
C -3.6188 1.2692 -2.2080
C -3.0329 2.3772 -1.2918
C -3.1011 3.8415 -1.6923
C -2.4960 4.8912 -0.7920
Br -2.6187 6.7402 -1.4994
C -1.8302 4.5633 0.5365
C -1.1817 5.6903 1.4589
Cl -2.3552 7.0285 1.8809
C 0.1224 6.2102 0.6713
C 1.3782 5.4889 1.3864
C -1.7720 3.1245 0.9298
C -2.3638 2.0757 0.0063
C -2.2231 0.5560 0.4641
O -3.1283 -0.2452 0.3330
C -0.8228 0.2226 1.1412
C -0.1081 -1.0474 0.8308
C -0.5918 -2.1413 -0.1650
C -1.7843 -2.8684 -0.0885
C 1.2102 -1.2690 1.5631
C 1.7968 -0.2538 2.5189
C 3.1885 -0.6599 3.1509
Cl 3.0438 -1.2784 4.8826
C 4.3268 0.4633 3.0276
C 5.7895 -0.1710 3.1438
Cl 4.1778 1.1794 1.3538
C 1.0670 1.0615 2.8030
C 1.6744 2.1670 3.7607
C 1.7919 1.7078 5.2697
O 0.9175 1.0057 5.7121
Br 3.3030 2.2494 6.4606
C -0.2554 1.2674 2.0964
C -1.1202 2.5872 2.2790
O -1.3034 3.1235 3.3626
H -5.1689 -0.1635 -3.2238
H -3.5895 4.1371 -2.6704
H -0.8114 5.2724 2.4406
H 0.3013 7.3173 0.7828
H 0.1523 5.8484 -0.4042
H 1.3748 5.7138 2.5071
H 2.3701 5.8389 0.9774
H 1.3241 4.3547 1.2682
H 0.1184 -2.3857 -1.0229
H -2.1437 -3.4735 0.7893
H -2.4866 -2.7932 -0.9849
H 1.7825 -2.2425 1.3820
H 3.5866 -1.5506 2.5587
H 4.2211 1.2006 3.8727
H 6.4390 0.6103 3.6669
H 6.2771 -0.3344 2.1330
H 5.7620 -1.1012 3.7862
H 1.0352 3.1132 3.7675
H 2.6824 2.5079 3.3479
C 3.9572 -4.2840 -2.4760
N 3.6655 -4.2475 -1.0569
C 2.9501 -5.3593 -0.4566
C 4.0398 -3.2079 -0.2726
O 3.8248 -3.1179 0.9243
H 3.0188 -4.3477 -3.0320
H 4.5699 -5.1624 -2.6922
H 4.4956 -3.3881 -2.7859
H 2.0243 -4.9914 -0.0085
H 3.5667 -5.8011 0.3293
H 2.7185 -6.1136 -1.2079
H 4.5749 -2.4193 -0.8260
C -5.3675 -3.6261 -6.4992
N -4.9022 -3.3172 -5.1621
C -5.6261 -3.8533 -4.0240
C -3.8087 -2.5412 -4.9401
O -3.3687 -2.2460 -3.8455
H -6.3892 -3.2566 -6.6166
H -5.3528 -4.7094 -6.6415
H -4.7305 -3.1588 -7.2505
H -5.9824 -3.0285 -3.4028
H -4.9519 -4.4724 -3.4282
H -6.4732 -4.4517 -4.3586
H -3.3343 -2.1871 -5.8704
*
```

Properties
* E_LUMO: -0.8 eV
* HOMO level: -8.1 eV
* gap between HOMO and LUMO: 0.2670 Ha

Entry 5:
# C32H33BrN3NiSSi

C32H33BrN3NiSSi as an isolated structure at a distorted geometry (the ωB97M-V functional and the def2-TZVPD basis, OMol25).

```
! RIJCOSX wB97M-V def2-TZVPD def2/J DEFGRID3
* xyz -1 3
Ni -0.0736 -0.5555 0.2447
C 1.4688 -1.8895 2.9856
N 1.7705 -0.9477 1.9151
C 3.0675 -1.3021 1.3534
C 1.8093 0.4081 2.4808
C 0.4351 1.0259 2.5536
C 0.0443 1.7390 3.6755
C -1.1599 2.4220 3.6890
C -1.9637 2.4052 2.5625
C -1.5877 1.6664 1.4496
C -0.3961 0.9387 1.4248
H 2.2242 -1.8151 3.7883
H 1.4759 -2.9109 2.6015
H 0.4877 -1.6774 3.4103
H 3.8533 -1.3776 2.1247
H 3.3772 -0.5442 0.6361
H 2.9921 -2.2638 0.8450
H 2.4127 1.0376 1.8189
H 2.2884 0.3999 3.4746
H 0.6865 1.7668 4.5486
H -1.4545 2.9894 4.5632
H -2.8981 2.9562 2.5476
H -2.2344 1.6604 0.5784
S 2.9422 -1.6361 -2.1295
C 3.4833 0.0008 -1.8408
C 4.7367 0.5218 -2.0602
C 4.9536 1.8662 -1.7793
C 3.9249 2.6497 -1.2635
C 2.6707 2.1272 -1.0247
C 2.4192 0.7802 -1.3155
N 1.2619 0.1188 -1.1531
C 1.3156 -1.1454 -1.5605
C 0.1962 -1.9944 -1.6949
C 0.3411 -3.3694 -1.9876
C -0.7494 -4.1864 -2.1389
C -2.0448 -3.6709 -2.0053
C -2.2300 -2.3245 -1.7627
C -1.1445 -1.4589 -1.6245
H 5.5336 -0.1017 -2.4350
H 5.9299 2.2981 -1.9536
H 4.1256 3.6902 -1.0404
H 1.8654 2.7234 -0.6275
H 1.3439 -3.7713 -2.0817
H -0.5998 -5.2359 -2.3595
H -2.9016 -4.3180 -2.1145
H -3.2300 -1.9172 -1.7050
C -1.6727 4.2163 -1.5463
Si -2.0319 2.7254 -2.6856
C -0.9183 2.9476 -4.2250
C -3.8666 2.8722 -3.2171
C -1.7431 1.0377 -2.0185
C -1.3575 -0.0521 -1.6055
H -1.8489 5.1524 -2.0729
H -0.6397 4.2109 -1.2148
H -2.2975 4.2127 -0.6587
H -1.1262 3.8781 -4.7478
H -1.0438 2.1356 -4.9347
H 0.1264 2.9610 -3.9299
H -4.0361 3.7648 -3.8149
H -4.5200 2.9331 -2.3516
H -4.1858 2.0200 -3.8101
Br -2.6444 -5.0522 4.4938
C -2.0762 -3.7382 3.2296
C -1.2183 -4.0756 2.1846
C -0.8853 -3.1004 1.2760
N -1.3308 -1.8260 1.3260
C -2.1432 -1.5210 2.3587
C -2.5415 -2.4235 3.3147
H -0.8340 -5.0776 2.0799
H -0.2327 -3.3550 0.4508
H -2.4856 -0.4962 2.4069
H -3.2167 -2.1269 4.1016
*
```

Properties
* <S²>: 2.099
* E_LUMO (alpha / beta): 2.2 / 2.2 eV
* HOMO level (alpha / beta): -1.8 / -2.5 eV
* gap between HOMO and LUMO (alpha / beta): 0.1474 / 0.1723 Ha

Entry 6:
# C32H33ClN2O3PPb

C32H33ClN2O3PPb as an isolated structure at a distorted geometry (the ωB97M-V functional and the def2-TZVPD basis, OMol25).

```
! RIJCOSX wB97M-V def2-TZVPD def2/J DEFGRID3
* xyz 3 1
Pb -0.3233 0.2347 -1.9983
C 4.2868 1.2964 -1.8692
C 2.8281 1.6258 -1.8629
O 2.0279 0.6980 -1.6753
C 2.3947 3.0202 -2.0738
C 3.3353 4.0124 -2.2466
C 2.9768 5.3603 -2.4171
C 1.6308 5.7522 -2.3723
C 0.6593 4.8071 -2.2137
C 0.9828 3.4015 -2.0973
O 0.0350 2.5815 -2.0591
H 4.4105 0.2365 -1.6670
H 4.8368 1.8715 -1.1227
H 4.7224 1.5191 -2.8463
H 4.3864 3.7584 -2.2494
H 3.7458 6.1020 -2.5894
H 1.3682 6.7960 -2.4832
H -0.3929 5.0621 -2.2115
Cl -2.9539 1.2964 -1.5105
C -3.4152 0.9114 0.1286
C -4.7638 0.8700 0.4181
C -5.1724 0.5729 1.7122
C -4.2333 0.3183 2.7024
C -2.8832 0.3479 2.4050
C -2.4491 0.6608 1.1099
P -0.6615 0.7463 0.8117
C -0.0783 2.3877 1.2406
C 1.2967 2.5834 1.4327
C 1.7515 3.7985 1.9162
C 0.8478 4.8247 2.1688
C -0.5105 4.6474 1.9205
C -0.9795 3.4353 1.4467
C 0.0351 -0.4171 1.9871
C 0.7994 -0.0089 3.0967
C 1.1464 -0.9385 4.0531
C 0.7642 -2.2749 3.9148
C 0.0237 -2.6861 2.8052
C -0.3329 -1.7701 1.8408
H -5.4956 1.0667 -0.3543
H -6.2291 0.5423 1.9413
H -4.5516 0.0951 3.7118
H -2.1616 0.1536 3.1866
H 1.9878 1.7689 1.2492
H 2.8068 3.9446 2.1078
H 1.2024 5.7652 2.5707
H -1.2054 5.4522 2.1215
H -2.0388 3.2872 1.2781
H 1.0587 1.0294 3.2389
H 1.7024 -0.6209 4.9254
H 1.0320 -2.9932 4.6788
H -0.2672 -3.7232 2.7052
H -0.9042 -2.0726 0.9718
C -2.9379 -3.4519 -1.7015
N -1.6136 -4.0527 -1.6667
C -1.5424 -5.4941 -1.8997
C -0.1501 -5.8914 -2.3417
C 0.8356 -5.3536 -1.3266
N 0.6594 -3.9096 -1.1764
C 1.8354 -3.1651 -0.7627
C -0.5368 -3.3032 -1.3463
O -0.6622 -2.0456 -1.1911
H -3.5112 -3.8789 -2.5222
H -2.8621 -2.3787 -1.8330
H -3.4816 -3.6519 -0.7733
H -2.2783 -5.7526 -2.6601
H -1.8184 -6.0286 -0.9847
H 0.0640 -5.4770 -3.3283
H -0.0730 -6.9750 -2.4030
H 1.8619 -5.5393 -1.6412
H 0.6928 -5.8457 -0.3589
H 2.6488 -3.3273 -1.4721
H 2.1756 -3.5091 0.2177
H 1.6148 -2.1048 -0.7063
*
```

Properties
* energy relative to the best compared isomer or geometry (same formula, charge and spin): 0.0420 eV
* E_LUMO (alpha / beta): -10.8 / -12.5 eV
* HOMO level (alpha / beta): -16.1 / -16.1 eV
* gap between HOMO and LUMO (alpha / beta): 0.1946 / 0.1340 Ha